# C26H23InN4O7S

C26H23InN4O7S as an isolated structure (the ωB97M-V functional and the def2-TZVPD basis, OMol25).

The geometry in XYZ format:
```
62
Properties=species:S:1:pos:R:3
In 2.240 11.918 13.338
S 5.075 13.376 14.862
O 1.327 13.158 14.639
O 2.346 10.445 14.974
O -0.505 14.135 15.483
O -2.152 14.447 9.567
O 4.230 12.842 13.728
O 3.114 10.371 12.427
O -4.034 14.285 10.980
N 2.683 13.357 11.408
N 2.858 15.315 9.358
N 0.546 15.539 9.473
N 0.090 11.994 12.725
C 2.614 6.963 11.446
C -0.566 12.984 13.323
C 2.018 9.243 14.913
C -1.653 13.599 12.771
C 3.911 15.243 16.303
C -2.860 14.095 10.607
C 6.641 13.558 13.995
C 1.480 8.673 16.200
C 3.830 13.519 10.616
C 1.760 7.185 13.679
C 3.046 8.247 11.489
C 2.653 9.141 12.471
C 1.675 14.998 9.941
C 4.532 14.985 15.112
C 3.864 14.526 9.634
C -2.019 13.239 11.493
C 0.080 13.514 14.587
C 1.645 14.076 10.990
C 2.019 6.437 12.582
C 3.132 17.366 15.553
C 2.037 8.604 13.597
C 4.436 15.979 14.120
C 3.748 17.172 14.325
C 3.123 16.365 16.538
C -1.464 12.129 10.949
C -0.421 11.459 11.596
H 3.339 8.663 10.537
H 1.513 9.473 16.958
H 4.727 15.703 13.079
H 0.140 10.760 11.001
H 0.650 16.005 8.542
H 1.697 5.402 12.573
H 4.811 14.717 9.129
H 2.615 16.458 17.453
H 2.623 18.316 15.834
H 2.176 7.891 16.603
H 2.939 6.362 10.527
H 6.520 14.346 13.198
H 3.826 17.883 13.439
H 3.990 14.446 17.088
H 0.767 14.082 11.588
H 6.936 12.596 13.623
H 7.415 13.941 14.622
H 1.386 6.889 14.677
H -2.290 14.262 13.330
H -0.398 15.094 9.586
H 0.452 8.306 16.177
H 4.669 12.870 10.827
H -1.648 11.756 9.961
```

Spin multiplicity ... 1
HOMO-LUMO gap ... 7.63 eV


# C17H16N6O3S

One molecule with the formula C17H16N6O3S (the ωB97M-V functional and the def2-TZVPD basis, OMol25).

The geometry in XYZ format:
```
43
Properties=species:S:1:pos:R:3
S 1.553 -0.920 -1.902
O -4.152 2.681 -1.993
O -1.157 -1.024 0.597
O -2.156 1.841 -3.848
N 2.778 0.254 0.209
N 1.414 1.761 0.878
N 2.124 -2.930 2.435
N 0.762 -2.250 0.760
N 2.535 1.209 1.088
N 0.862 1.189 -0.196
C -0.227 -1.613 0.092
C 0.286 -1.531 3.065
C -1.329 2.070 0.215
C 0.720 -1.571 4.380
C 2.535 -2.968 3.693
C -2.574 2.441 -0.243
C -0.058 -1.661 -1.421
C 1.040 -2.229 2.130
C -0.669 1.517 -2.043
C -4.466 2.254 -3.301
C -1.920 1.902 -2.502
C -3.305 2.557 -4.247
C 3.769 -3.763 3.976
C -0.389 1.583 -0.686
C 1.741 0.223 -0.598
C 1.855 -2.293 4.705
C -2.892 2.341 -1.594
H 4.565 -3.104 4.317
H 2.215 -2.336 5.721
H -3.097 3.636 -4.231
H -3.332 2.800 0.433
H 0.173 -1.037 5.143
H 0.064 1.193 -2.765
H 1.493 -2.717 0.235
H 4.093 -4.269 3.072
H -4.663 1.174 -3.303
H -5.369 2.792 -3.594
H -3.528 2.241 -5.266
H 3.579 -4.498 4.756
H -1.076 2.133 1.259
H -0.028 -2.684 -1.793
H -0.591 -0.982 2.771
H -0.873 -1.114 -1.896
```

Spin multiplicity ... 1
HOMO-LUMO gap ... 8.89 eV